A 5-piece molecular cluster, C34H70F4NO7 overall in a non-equilibrium geometry. Source: the Open Molecules 2025 dataset; level of theory: the ωB97M-V functional and the def2-TZVPD basis.

Values from the calculation:
Kohn-Sham gap in eV: 6.71
DFT total energy in hartree: -2317.89687
Net charge: +1
Molecular weight in g mol⁻¹: 680.9
LUMO energy in eV: -4.5

Positions of all 116 atoms, in Å:
C  -0.273  -0.112  0.721
C  0.142  -1.613  1.141
C  -0.515  -2.746  0.170
C  -2.052  -2.885  0.653
C  -3.026  -3.565  -0.429
C  -4.297  -2.628  -0.835
C  -5.051  -1.832  0.334
C  -6.519  -2.426  0.695
C  -7.676  -1.949  -0.316
C  -9.009  -1.401  0.456
C  -9.304  0.090  -0.073
O  -10.185  0.733  0.885
C  -9.563  1.810  1.565
C  -8.048  1.869  2.054
O  -10.288  2.801  1.851
C  -5.196  -3.717  -1.652
N  -5.865  -3.077  -2.841
C  -7.054  -3.540  -3.629
C  -6.962  -3.227  -5.199
F  -7.336  -4.927  -3.372
C  -5.232  -1.939  -3.158
C  -4.043  -1.663  -2.126
C  -2.546  -1.504  -2.691
C  -2.599  -0.284  -3.775
O  -1.325  0.372  -3.944
C  -1.294  1.645  -3.228
C  0.256  1.819  -2.774
F  0.979  2.121  -3.956
F  0.687  0.504  -2.395
F  0.434  2.758  -1.745
H  -0.551  0.509  1.651
H  0.552  0.384  0.114
H  -1.257  -0.197  0.117
H  -0.329  -1.790  2.183
H  1.270  -1.736  1.261
H  -0.408  -2.483  -0.940
H  0.062  -3.717  0.409
H  -2.372  -1.848  1.005
H  -2.025  -3.562  1.589
H  -2.404  -3.875  -1.336
H  -3.443  -4.525  0.051
H  -4.470  -1.853  1.332
H  -5.219  -0.716  0.112
H  -6.507  -3.559  0.854
H  -6.781  -1.959  1.721
H  -8.040  -2.894  -0.876
H  -7.282  -1.192  -1.086
H  -8.896  -1.479  1.588
H  -9.907  -2.039  0.118
H  -8.375  0.689  -0.353
H  -9.914  -0.019  -1.049
H  -7.464  0.900  1.890
H  -7.528  2.664  1.394
H  -7.982  2.268  3.121
H  -5.827  -4.446  -1.018
H  -4.411  -4.447  -2.085
H  -7.946  -2.923  -3.230
H  -7.044  -2.083  -5.313
H  -6.017  -3.615  -5.700
H  -7.922  -3.649  -5.669
H  -5.469  -1.236  -4.022
H  -4.278  -0.575  -1.800
H  -2.115  -2.457  -3.151
H  -1.866  -1.147  -1.828
H  -3.372  0.487  -3.443
H  -2.944  -0.749  -4.761
H  -1.973  1.647  -2.304
H  -1.647  2.521  -3.883
C  5.139  -0.197  -0.197
C  4.073  0.777  0.277
C  4.660  1.834  1.198
O  3.051  0.059  0.968
H  5.589  -0.725  0.650
H  4.702  -0.958  -0.850
H  5.931  0.320  -0.746
H  3.606  1.260  -0.586
H  5.094  1.376  2.093
H  3.881  2.520  1.541
H  5.436  2.412  0.691
H  3.456  -0.373  1.734
C  7.810  -1.315  3.477
C  6.515  -1.832  4.085
C  6.725  -3.167  4.782
O  5.536  -1.982  3.057
H  8.193  -2.011  2.724
H  7.642  -0.361  2.970
H  8.576  -1.174  4.244
H  6.127  -1.101  4.800
H  7.071  -3.927  4.074
H  5.785  -3.532  5.203
H  7.459  -3.081  5.587
H  5.869  -2.627  2.419
C  3.889  6.079  2.300
C  4.752  6.257  1.061
C  4.458  7.578  0.367
O  4.509  5.182  0.156
H  2.826  6.072  2.038
H  4.102  5.122  2.782
H  4.065  6.881  3.022
H  5.808  6.216  1.339
H  3.414  7.623  0.038
H  5.076  7.687  -0.528
H  4.650  8.425  1.031
H  3.577  5.209  -0.097
C  10.449  2.413  -0.628
C  9.367  1.518  -0.044
C  8.781  2.115  1.226
O  9.918  0.235  0.246
H  11.277  2.536  0.078
H  10.869  1.966  -1.533
H  10.053  3.401  -0.877
H  8.573  1.372  -0.782
H  9.551  2.228  1.996
H  8.014  1.456  1.641
H  8.335  3.094  1.033
H  10.622  0.353  0.898